ORCA calculation (ωB97M-V/def2-TZVPD) on C22H58FFeO8 as an isolated structure.

Structure (XYZ):
```
90
C22H58FFeO8 ωB97M-V/def2-TZVPD
Fe 1.233 -0.412 -3.050
C 0.254 -0.197 0.407
C 1.583 -0.818 0.009
O 1.890 -0.600 -1.318
H 0.128 0.880 0.273
H 0.035 -0.413 1.455
H -0.490 -0.620 -0.278
H 1.530 -1.902 0.202
H 2.376 -0.426 0.669
C -0.779 -3.991 -2.755
C -1.130 -2.509 -2.672
O -0.135 -1.681 -3.095
H -0.283 -4.246 -3.691
H -1.681 -4.592 -2.637
H -0.083 -4.219 -1.941
H -1.442 -2.265 -1.635
H -2.105 -2.353 -3.175
F 2.434 0.909 -3.580
C 1.252 4.752 0.067
C 1.805 4.133 -1.208
C 3.319 4.176 -1.289
O 1.413 2.743 -1.324
H 0.243 4.421 0.296
H 1.374 5.831 -0.050
H 1.888 4.458 0.908
H 1.411 4.614 -2.105
H 3.658 3.550 -2.116
H 3.802 3.930 -0.343
H 3.673 5.170 -1.586
H 2.054 2.258 -0.791
C -2.341 1.390 -1.793
C -1.520 1.345 -3.066
C -1.660 2.569 -3.943
O -0.139 1.130 -2.706
H -2.063 2.235 -1.160
H -2.251 0.440 -1.266
H -3.412 1.489 -1.994
H -1.806 0.464 -3.645
H -1.333 3.462 -3.401
H -2.704 2.731 -4.222
H -1.119 2.478 -4.884
H 0.168 1.905 -2.183
C 2.145 1.982 3.649
C 1.420 0.672 3.942
C 2.066 0.008 5.152
O 0.035 0.893 4.114
H 1.817 2.370 2.680
H 3.222 1.843 3.522
H 2.004 2.742 4.420
H 1.574 0.018 3.083
H 1.505 -0.885 5.440
H 2.029 0.658 6.033
H 3.105 -0.260 4.968
H -0.111 1.570 4.783
C -1.279 -3.123 2.651
C -2.645 -2.968 2.002
C -3.712 -2.743 3.064
O -2.645 -1.805 1.167
H -0.503 -3.397 1.934
H -1.341 -3.887 3.427
H -1.022 -2.166 3.109
H -3.014 -3.809 1.405
H -4.720 -2.876 2.659
H -3.779 -1.773 3.557
H -3.587 -3.494 3.848
H -1.871 -1.786 0.595
C -4.589 1.088 3.325
C -3.100 1.246 3.071
C -2.871 1.732 1.653
O -2.710 2.326 3.931
H -5.004 0.170 2.904
H -5.126 1.959 2.943
H -4.839 1.011 4.386
H -2.667 0.253 3.215
H -1.858 2.018 1.359
H -3.562 2.554 1.440
H -3.130 1.026 0.853
H -1.762 2.282 4.081
C 3.133 -4.045 -4.554
C 2.993 -3.013 -3.444
C 4.214 -2.838 -2.567
O 2.588 -1.732 -3.998
H 2.354 -3.907 -5.300
H 3.043 -5.039 -4.111
H 4.126 -4.035 -5.015
H 2.134 -3.317 -2.843
H 4.163 -1.910 -1.997
H 5.065 -2.613 -3.231
H 4.451 -3.737 -2.006
H 3.216 -1.481 -4.682
```

Summary:
Kohn-Sham gap (alpha / beta)   9.40 / 8.91 eV
Energy above the lowest of the compared OMol25 structures with the same formula, charge and spin   0.000 eV
HOMO level (alpha / beta)   -8.77 / -8.67 eV
2S+1   6

ORCA calculation (ωB97M-V/def2-TZVPD) on C37H30LaN8O2S as an isolated structure.

Structure (XYZ):
```
79
C37H30LaN8O2S ωB97M-V/def2-TZVPD
La -0.515 0.731 -0.893
O -1.973 0.709 -2.482
C -3.252 0.343 -2.473
C -3.793 -0.333 -3.573
C -5.111 -0.753 -3.575
C -5.945 -0.497 -2.486
C -5.432 0.196 -1.411
C -4.095 0.616 -1.370
C -3.668 1.403 -0.213
N -2.447 1.698 0.014
N -2.184 2.565 1.091
C -0.945 2.973 1.093
O -0.020 2.617 0.226
C -0.536 3.909 2.175
C -1.326 4.116 3.304
C -0.902 4.989 4.294
C 0.309 5.663 4.163
C 1.097 5.460 3.040
C 0.677 4.580 2.050
H -3.154 -0.489 -4.436
H -5.503 -1.272 -4.442
H -6.979 -0.816 -2.493
H -6.069 0.430 -0.564
H -4.427 1.788 0.467
H -2.271 3.595 3.390
H -1.517 5.149 5.170
H 0.633 6.348 4.936
H 2.035 5.990 2.932
H 1.279 4.421 1.164
C 0.295 -2.216 -3.212
N -0.775 -1.854 -2.291
C -1.364 -2.894 -1.452
C -1.202 -2.554 0.007
N -1.186 -1.329 0.477
C -1.017 -1.458 1.864
C -0.941 -0.480 2.853
C -0.730 -0.905 4.150
C -0.607 -2.269 4.465
C -0.704 -3.246 3.492
C -0.915 -2.801 2.192
N -1.051 -3.475 0.978
C 1.355 -1.147 -3.258
N 1.310 -0.024 -2.594
C 2.507 0.643 -2.898
C 2.977 1.876 -2.448
C 4.209 2.291 -2.911
C 4.960 1.500 -3.799
C 4.503 0.276 -4.246
C 3.261 -0.126 -3.771
N 2.493 -1.271 -3.984
H -0.076 -2.389 -4.226
H 0.760 -3.149 -2.891
H -1.492 -1.336 -2.782
H -0.916 -3.869 -1.651
H -2.430 -2.989 -1.668
H -1.066 0.574 2.622
H -0.667 -0.172 4.944
H -0.443 -2.561 5.495
H -0.619 -4.298 3.736
H -1.027 -4.471 0.842
H 2.403 2.487 -1.760
H 4.607 3.244 -2.586
H 5.921 1.862 -4.140
H 5.085 -0.330 -4.929
H 2.730 -2.046 -4.580
S 2.839 0.240 3.006
C 1.961 0.883 1.686
N 1.662 0.068 0.720
C 2.167 -1.208 1.012
C 2.053 -2.336 0.199
C 2.578 -3.533 0.640
C 3.224 -3.624 1.885
C 3.357 -2.514 2.693
C 2.822 -1.307 2.239
H 1.660 1.926 1.675
H 1.564 -2.250 -0.766
H 2.507 -4.415 0.014
H 3.630 -4.573 2.210
H 3.860 -2.579 3.651
```

Summary:
Kohn-Sham gap   8.16 eV
HOMO level   -10.22 eV
Net charge   +1

ORCA calculation (ωB97M-V/def2-TZVPD) on a 2-piece molecular cluster, C9H14 overall.

Structure (XYZ):
```
23
C9H14 ωB97M-V/def2-TZVPD
C 2.091 0.318 1.543
C 0.716 0.608 0.995
C -0.115 1.539 1.631
C -1.322 1.988 1.083
C -1.574 1.565 -0.214
C -0.717 0.785 -0.965
C 0.441 0.314 -0.340
H 2.605 -0.223 0.739
H 2.205 -0.125 2.529
H 2.693 1.237 1.569
H 0.211 1.804 2.628
H -1.803 2.839 1.539
H -2.520 1.797 -0.707
H -0.830 0.524 -2.007
H 1.091 -0.330 -0.921
C 0.299 -2.618 -2.240
C -0.348 -2.878 -0.890
H -0.063 -3.424 -2.884
H -0.036 -1.785 -2.857
H 1.384 -2.752 -2.257
H 0.028 -3.752 -0.371
H -1.418 -2.686 -0.991
H -0.138 -2.115 -0.125
```

Summary:
Kohn-Sham gap   10.00 eV
Energy above the lowest of the compared OMol25 structures with the same formula, charge and spin   0.996 eV
HOMO level   -9.00 eV
SMILES   Cc1ccccc1.CC

ORCA calculation (ωB97M-V/def2-TZVPD) on C4H5ClN2 as an isolated structure.

Structure (XYZ):
```
12
C4H5ClN2 ωB97M-V/def2-TZVPD
C -1.079 0.431 -0.500
C -0.938 -0.978 -0.005
C -0.419 0.137 0.805
C 1.545 0.338 0.363
N 1.871 1.485 -0.486
N 1.641 0.444 -1.086
Cl 2.607 -0.746 1.246
H -0.413 0.639 -1.306
H -2.031 0.995 -0.528
H -1.724 -1.568 0.485
H -0.420 -1.604 -0.791
H -0.639 0.426 1.802
```

Summary:
Kohn-Sham gap   10.12 eV
Energy above the lowest of the compared OMol25 structures with the same formula, charge and spin   5.524 eV
HOMO level   -9.82 eV

ORCA calculation (ωB97M-V/def2-TZVPD) on C11H22Cl10O6 as an isolated structure.

Structure (XYZ):
```
49
C11H22Cl10O6 ωB97M-V/def2-TZVPD
C 3.204 0.384 -0.669
O 1.985 -0.299 -0.365
C 0.908 0.368 -0.351
O 0.752 1.580 -0.272
O -0.101 -0.511 -0.460
C -1.399 -0.005 -0.204
H 3.182 0.968 -1.589
H 3.974 -0.388 -0.692
H 3.504 0.984 0.190
H -2.111 -0.801 -0.420
H -1.606 0.794 -0.917
H -1.649 0.250 0.826
C -2.437 1.418 3.360
O -2.424 0.764 2.103
C -3.489 0.151 1.638
O -4.589 0.150 2.234
O -3.237 -0.309 0.436
C -4.327 -0.853 -0.351
H -1.382 1.476 3.629
H -2.830 0.793 4.162
H -2.894 2.407 3.363
H -5.157 -0.177 -0.558
H -4.833 -1.646 0.199
H -3.866 -1.227 -1.265
C 1.901 -3.212 -0.122
Cl 2.129 -4.152 1.355
Cl 3.213 -2.032 -0.287
H 1.993 -3.884 -0.975
H 0.965 -2.677 0.042
C 3.480 -1.083 2.339
Cl 5.203 -1.800 2.389
Cl 3.447 0.676 2.116
H 2.878 -1.602 1.594
H 3.025 -1.330 3.298
C 0.095 -2.033 -2.468
Cl 1.888 -1.922 -2.438
Cl -0.499 -3.326 -1.330
H -0.424 -1.113 -2.197
H -0.150 -2.312 -3.493
C -0.772 3.213 0.502
Cl -1.077 3.792 -1.240
Cl -2.269 3.323 1.494
H -0.473 2.165 0.508
H 0.034 3.815 0.924
C 1.413 1.777 -3.154
Cl 1.280 3.589 -3.474
Cl -0.183 0.913 -3.232
H 1.934 1.381 -4.026
H 1.791 1.565 -2.154
```

Summary:
Kohn-Sham gap   9.76 eV
Energy above the lowest of the compared OMol25 structures with the same formula, charge and spin   10.813 eV
HOMO level   -9.50 eV

ORCA calculation (ωB97M-V/def2-TZVPD) on a 2-piece molecular cluster, C4H12NOS overall.

Structure (XYZ):
```
19
C4H12NOS ωB97M-V/def2-TZVPD
C -0.655 1.697 1.440
N -1.227 0.345 1.640
C -1.226 -0.463 0.389
C 0.009 -1.296 0.139
S 1.606 -0.422 -0.038
C -2.446 -1.396 0.486
H -0.771 2.270 2.361
H -1.207 2.218 0.651
H 0.372 1.641 1.075
H -0.444 -0.093 2.151
H -1.468 0.223 -0.429
H -0.177 -1.961 -0.711
H 0.145 -1.992 0.977
H -3.321 -0.814 0.795
H -2.552 -1.968 -0.436
H -2.236 -2.096 1.304
H 2.798 1.080 -3.074
H 1.663 1.734 -2.414
O 2.026 1.619 -3.307
```

Summary:
Kohn-Sham gap   6.72 eV
Energy above the lowest of the compared OMol25 structures with the same formula, charge and spin   0.556 eV
HOMO level   -2.79 eV
Net charge   -1

ORCA calculation (ωB97M-V/def2-TZVPD) on an isolated molecule of C3H3N3O2.

Structure (XYZ):
```
11
C3H3N3O2 ωB97M-V/def2-TZVPD
O 2.975 -0.955 -0.164
N 2.327 0.070 0.102
C 0.879 -0.005 0.251
C 0.111 1.142 0.082
N -1.222 0.926 -0.105
C -1.372 -0.451 -0.046
O -2.286 -1.352 -0.001
N -0.023 -1.064 0.235
H 0.530 2.208 -0.182
H -1.899 1.676 0.022
H -0.019 -2.195 -0.195
```

Summary:
Kohn-Sham gap   7.91 eV
Energy above the lowest of the compared OMol25 structures with the same formula, charge and spin   5.206 eV
HOMO level   -8.80 eV
SMILES   O=Nc1c[nH]c(=O)[nH]1

ORCA calculation (ωB97M-V/def2-TZVPD) on an isolated molecule of C13H15BrN2O3.

Structure (XYZ):
```
34
C13H15BrN2O3 ωB97M-V/def2-TZVPD
C -0.080 3.552 -1.091
C -0.500 2.558 -0.208
Br -0.695 3.048 1.659
C -0.788 1.154 -0.741
C 0.024 0.065 -0.032
C -0.163 -1.359 -0.704
C -1.613 -1.763 -0.854
C -1.839 -2.259 -2.098
C -0.599 -2.176 -2.963
C 0.398 -1.428 -2.127
C 1.512 0.491 -0.039
O 2.019 0.988 -1.041
N 2.337 0.275 1.008
C 1.844 0.167 2.280
O 2.702 0.195 3.128
N 0.509 0.006 2.534
C 0.013 -0.070 3.942
C -0.382 -0.065 1.465
O -1.556 -0.208 1.736
H 0.005 3.383 -2.145
H 0.177 4.560 -0.750
H -0.524 1.165 -1.794
H -1.860 0.949 -0.663
H 0.387 -2.069 -0.097
H -2.418 -1.732 -0.102
H -2.808 -2.635 -2.465
H -0.178 -3.154 -3.214
H -0.851 -1.634 -3.855
H 1.389 -1.909 -2.121
H 0.527 -0.447 -2.584
H 3.282 0.629 0.932
H -0.082 0.943 4.401
H 0.765 -0.650 4.508
H -0.953 -0.572 4.094
```

Summary:
Kohn-Sham gap   9.92 eV
Energy above the lowest of the compared OMol25 structures with the same formula, charge and spin   1.072 eV
HOMO level   -9.32 eV
SMILES   C=C(Br)C[C@@]1([C@H]2C=CCC2)C(=O)NC(=O)N(C)C1=O

ORCA calculation (ωB97M-V/def2-TZVPD) on a 2-piece molecular cluster, C5H14N3 overall.

Structure (XYZ):
```
22
C5H14N3 ωB97M-V/def2-TZVPD
C 0.483 -1.145 -1.968
C 0.370 0.371 -1.497
C -0.918 0.788 -0.826
C -1.369 -0.224 0.260
N -0.307 -0.651 1.074
C 0.196 0.241 1.997
N -0.131 1.472 2.020
N 1.006 -1.968 -0.939
H 1.002 -1.239 -2.919
H -0.562 -1.356 -2.278
H 0.507 0.743 -2.518
H 1.329 0.608 -1.034
H -0.677 1.759 -0.400
H -1.625 0.938 -1.641
H -1.895 -1.067 -0.193
H -2.141 0.258 0.877
H 2.235 5.667 2.199
H 0.830 -0.289 2.710
H 0.249 1.983 2.819
H 2.078 5.315 1.596
H 0.456 -1.971 -0.099
H 1.176 -2.933 -1.201
```

Summary:
Kohn-Sham gap   4.68 eV
Energy above the lowest of the compared OMol25 structures with the same formula, charge and spin   7.687 eV
HOMO level   -13.38 eV
Net charge   +1

ORCA calculation (ωB97M-V/def2-TZVPD) on a 2-piece molecular cluster, C5H10BrPS overall.

Structure (XYZ):
```
18
C5H10BrPS ωB97M-V/def2-TZVPD
C -2.380 2.192 -1.384
C -2.183 1.733 -0.160
C 3.426 -1.801 0.158
C -2.829 0.559 0.360
C 2.004 -1.626 0.647
P 0.872 -0.817 -0.665
S -1.467 -0.476 0.966
Br 1.347 1.342 -0.314
H -2.153 3.224 -1.676
H -2.854 1.623 -2.208
H -1.706 2.326 0.608
H 3.845 -0.869 0.432
H 3.955 -2.574 0.685
H 3.457 -1.949 -0.910
H -3.471 -0.078 -0.299
H -3.454 0.785 1.347
H 1.979 -0.985 1.580
H 1.613 -2.608 0.831
```

Summary:
Kohn-Sham gap (alpha / beta)   6.97 / 6.87 eV
Energy above the lowest of the compared OMol25 structures with the same formula, charge and spin   1.744 eV
HOMO level (alpha / beta)   -8.33 / -8.28 eV

ORCA calculation (ωB97M-V/def2-TZVPD) on a 3-piece molecular cluster, C43H71O13P3 overall.

Structure (XYZ):
```
130
C43H71O13P3 ωB97M-V/def2-TZVPD
C -3.869 -0.038 -1.708
C -3.201 -1.023 -1.533
C -2.155 -1.976 -1.239
C -1.694 -2.099 0.072
C -0.702 -3.038 0.364
C -0.142 -3.836 -0.644
C 0.969 -4.827 -0.297
C 2.231 -4.646 -1.188
C 0.379 -6.250 -0.333
C 1.309 -7.334 0.248
C 1.600 -7.114 1.739
C -0.622 -3.703 -1.959
C -0.096 -4.557 -3.103
C -1.645 -2.783 -2.275
P -2.217 -2.696 -4.020
C -2.609 -0.982 -4.553
C -1.462 0.000 -4.246
C -3.633 -3.863 -4.292
C -4.687 -3.374 -5.307
C -0.292 -3.135 1.797
O 0.057 -4.153 2.353
C -0.363 -1.861 2.604
C 0.643 -1.752 3.729
C 0.039 -1.853 5.154
C -0.925 -3.043 5.347
C -2.377 -2.605 5.648
C -0.485 -3.934 6.551
C -1.290 -0.939 2.319
C -1.414 0.367 3.061
C -2.496 0.403 4.132
O -3.594 -0.008 3.966
O -2.143 0.927 5.387
C -2.227 2.329 5.429
C -0.907 3.034 5.570
O -3.282 2.870 5.329
C -2.237 -1.243 1.187
O -3.368 -0.832 1.212
H -4.697 0.581 -1.969
H 1.298 -4.678 0.722
H 2.109 -3.878 -1.949
H 2.384 -5.579 -1.742
H 3.139 -4.499 -0.605
H 0.015 -6.560 -1.313
H -0.502 -6.234 0.322
H 0.750 -8.273 0.190
H 2.222 -7.397 -0.348
H 2.286 -7.900 2.068
H 2.106 -6.169 1.937
H 0.682 -7.180 2.322
H -0.957 -4.988 -3.612
H 0.466 -3.963 -3.824
H 0.528 -5.375 -2.768
H -3.564 -0.596 -4.194
H -2.709 -1.022 -5.641
H -1.021 -0.202 -3.270
H -0.704 -0.008 -5.028
H -1.900 0.999 -4.248
H -4.076 -4.152 -3.336
H -3.191 -4.778 -4.692
H -4.746 -4.097 -6.124
H -4.457 -2.416 -5.770
H -5.686 -3.359 -4.874
H 1.151 -0.782 3.677
H 1.426 -2.499 3.608
H 0.895 -2.042 5.808
H -0.386 -0.901 5.475
H -0.987 -3.707 4.487
H -2.413 -1.695 6.250
H -2.891 -2.401 4.705
H -2.933 -3.406 6.137
H 0.578 -3.847 6.777
H -1.092 -3.708 7.430
H -0.700 -4.976 6.299
H -0.454 0.605 3.521
H -1.634 1.192 2.376
H -1.071 4.094 5.403
H -0.202 2.631 4.842
H -0.518 2.850 6.573
C -0.413 0.612 -9.918
C 0.059 1.620 -8.887
O -0.573 2.887 -9.058
P -2.072 3.146 -8.479
O -2.109 2.492 -7.148
O -1.957 4.729 -8.052
C -2.604 5.207 -6.869
C -1.577 5.506 -5.797
O -2.795 3.484 -9.869
C -2.203 4.418 -10.792
C -1.923 3.718 -12.102
H -1.501 0.508 -9.895
H 0.037 -0.363 -9.731
H -0.136 0.929 -10.924
H -0.098 1.239 -7.877
H 1.130 1.791 -9.000
H -3.340 4.489 -6.508
H -3.137 6.120 -7.142
H -0.966 4.628 -5.591
H -2.062 5.823 -4.873
H -0.905 6.299 -6.129
H -1.297 4.865 -10.393
H -2.927 5.220 -10.937
H -1.324 2.823 -11.939
H -1.387 4.381 -12.782
H -2.851 3.402 -12.579
C 4.672 6.708 4.580
C 4.376 5.232 4.396
O 4.798 4.464 5.520
P 3.875 4.378 6.863
O 2.492 4.218 6.339
O 4.166 2.835 7.350
C 3.115 2.085 7.974
C 2.508 1.069 7.034
O 4.942 5.003 7.882
C 6.303 4.527 7.897
C 7.236 5.671 7.573
H 4.219 7.088 5.499
H 4.287 7.283 3.736
H 5.746 6.882 4.649
H 3.315 5.076 4.192
H 4.925 4.849 3.535
H 2.328 2.747 8.339
H 3.567 1.596 8.839
H 2.146 1.567 6.134
H 1.676 0.553 7.517
H 3.245 0.327 6.721
H 6.452 3.702 7.207
H 6.496 4.153 8.902
H 6.948 6.149 6.637
H 8.262 5.313 7.483
H 7.197 6.435 8.350
```

Summary:
Kohn-Sham gap   6.73 eV
HOMO level   -7.41 eV
SMILES   C#Cc1c2c(c([C@H](C)CCC)c(C)c1P(CC)CC)C(=O)C(CCC(C)C)=C(CC(=O)OC(C)=O)C2=O.CCOP(=O)(OCC)OCC.CCOP(=O)(OCC)OCC

ORCA calculation (ωB97M-V/def2-TZVPD) on a 2-piece molecular cluster, CH3ClOS overall.

Structure (XYZ):
```
7
CH3ClOS ωB97M-V/def2-TZVPD
C 0.876 0.383 0.058
O 0.710 -0.720 -0.506
S -1.767 -1.813 -0.402
Cl -2.342 -0.020 0.130
H 1.412 1.118 -0.604
H 1.327 0.296 1.077
H -0.216 0.756 0.246
```

Summary:
Kohn-Sham gap (alpha / beta)   6.44 / 6.44 eV
Energy above the lowest of the compared OMol25 structures with the same formula, charge and spin   3.871 eV
HOMO level (alpha / beta)   -9.44 / -9.44 eV

Result set for max |F|: 0.0322 0.0729 0.0460 0.1218 0.1645 0.0330 0.1422 0.0755 0.0578 0.0572 0.1272 0.1089 hartree/bohr, one per record in the order listed.